60
Properties=species:S:1:pos:R:3:forces:R:3 method="wB97M-V/def2-TZVPD" homo_ev="-15.117 / -15.128" e_lumo_ev="-8.202 / -6.860" charge=+2 spin_multiplicity=4 fmax_ev_per_a=3.20
Cr -0.179395 0.591504 0.253511 1.148 0.886 0.844
C 4.179748 0.120586 0.732476 1.522 0.201 1.492
N 3.681237 -1.033848 0.039549 -2.102 -0.191 -1.169
C 4.443430 -2.239266 -0.209179 0.525 -0.827 -0.551
C 2.419973 -0.961908 -0.402244 2.292 -1.445 0.084
O 1.788930 0.095898 -0.375276 -2.220 2.043 1.082
C 1.727817 -2.190994 -0.886732 0.594 -1.333 0.082
O 1.347612 -2.792090 0.401993 -1.845 0.178 -1.018
C 0.004504 -3.354776 0.525679 0.145 0.506 0.653
C -1.180937 -2.502721 -0.053507 0.443 -0.039 -0.355
O -0.971883 -1.269784 -0.328035 -0.017 -0.135 0.614
N -2.358988 -3.065433 -0.360094 1.884 -0.045 0.506
C -2.760592 -4.412895 0.106597 -0.472 0.248 0.035
C -3.317133 -2.282202 -1.108491 0.094 0.642 0.726
H 5.285191 0.116623 0.868563 -0.801 -0.479 -0.223
H 3.738771 0.161440 1.751615 0.150 0.190 -0.617
H 3.975980 1.007471 0.177498 -0.442 0.689 -0.231
H 4.430801 -2.513758 -1.295751 -0.195 0.165 0.995
H 4.100060 -3.087139 0.422784 0.354 0.562 -0.433
H 5.477180 -1.994685 -0.024744 0.293 -0.178 0.381
H 2.408123 -2.871307 -1.481813 -1.003 0.564 0.754
H 0.898810 -1.836887 -1.501411 -0.041 -0.482 0.171
H -0.172515 -3.439256 1.625437 0.242 0.100 -0.714
H -0.015257 -4.372345 0.134217 0.044 0.118 -0.276
H -3.042523 -5.096336 -0.742038 0.288 0.849 0.814
H -3.620433 -4.286250 0.825408 0.818 -0.257 -0.833
H -1.909293 -4.807709 0.648878 -0.243 -0.400 0.072
H -4.028161 -2.980766 -1.495737 -0.550 -0.069 -0.414
H -2.804420 -1.710447 -1.871435 -0.054 -0.099 -0.305
H -3.773689 -1.563367 -0.426261 -0.340 -0.030 -0.151
Br -2.140090 -0.849344 3.045366 0.424 0.049 -0.019
C -0.693980 0.306125 3.490505 -0.472 -0.467 -1.130
C -0.401282 0.529970 4.800227 0.326 1.013 0.948
C 0.485148 1.539151 5.149446 1.565 0.545 -2.077
C 1.095027 2.295995 4.065206 -1.506 -1.942 0.279
C 0.809412 1.932642 2.739079 -0.860 -1.083 0.704
N -0.066391 0.900925 2.493396 0.384 0.762 -1.904
C 1.383309 2.624090 1.495380 0.777 1.208 1.538
O 2.330164 3.356581 1.754881 -1.261 -0.923 -1.501
O 0.724431 2.444836 0.359250 -0.380 -1.732 0.784
H -0.929915 -0.006763 5.542516 -0.334 -0.528 0.650
H 0.837775 1.666384 6.180022 -0.499 0.230 -0.445
H 1.757478 3.097803 4.242011 0.654 0.701 0.176
C -2.688679 3.543109 -0.200645 -0.722 0.728 -0.491
C -1.960967 2.396457 -0.805618 -0.401 0.221 1.386
O -1.972479 1.326658 -0.103212 1.214 0.158 0.094
C -1.351111 2.434540 -2.093695 0.216 0.167 -1.761
C -0.648697 1.272695 -2.585134 0.099 1.436 1.313
C -0.265256 1.221776 -3.915391 -0.719 0.803 1.116
C -0.652291 2.257880 -4.768919 0.218 -0.555 -0.004
C -1.228554 3.421204 -4.283459 -0.505 0.345 -2.289
C -1.587502 3.551046 -2.995313 0.589 -1.251 2.790
H -2.299071 3.866264 0.769343 0.473 -0.360 -0.164
H -3.713987 3.210712 0.057730 0.354 0.171 -0.426
H -2.701076 4.426779 -0.865075 -0.273 -0.570 0.553
H -0.264295 0.549604 -1.787242 -0.687 0.320 -1.921
H 0.300459 0.425669 -4.294199 0.622 -1.073 -0.442
H -0.466205 2.104934 -5.826536 0.042 0.335 0.052
H -1.535944 4.210584 -4.980532 0.502 -0.280 0.222
H -1.928373 4.514359 -2.630873 -0.347 -0.362 -0.045